(1)
Below is a cluster of 11 separate species, C14H37N11O20 in total in a non-equilibrium geometry, with properties calculated with ωB97M-V with the def2-TZVPD basis set.

## Properties
Total energy: -72429.8005 eV
Strongest force on any atom: 4.14 eV/Å
SMILES: C[N+](=O)[O-].C[N+](=O)[O-].C[N+](=O)[O-].C[N+](=O)[O-].C[N+](=O)[O-].C[N+](=O)[O-].C[N+](=O)[O-].C[N+](=O)[O-].C[N+](=O)[O-].C[N+](=O)[O-].CCCC#N
Kohn-Sham gap: 9.9 eV

The geometry in ORCA input format:
```
! wB97M-V def2-TZVPD RIJCOSX def2/J DEFGRID3
* xyz 0 1
C -5.393 -15.562 3.413
N -5.648 -14.115 3.667
O -6.023 -13.768 4.795
O -5.350 -13.213 2.831
H -6.370 -16.047 3.427
H -4.645 -15.914 4.122
H -5.044 -15.765 2.400
C -2.252 -21.881 7.048
N -3.522 -22.190 7.675
O -3.511 -22.625 8.849
O -4.515 -21.896 7.028
H -1.811 -22.823 6.722
H -1.588 -21.335 7.717
H -2.509 -21.183 6.251
C -8.926 -19.098 6.558
N -8.363 -17.752 6.162
O -8.797 -17.188 5.166
O -7.351 -17.347 6.822
H -9.034 -18.959 7.633
H -8.190 -19.892 6.435
H -9.841 -19.277 5.993
C -2.155 -17.006 11.126
N -2.993 -18.134 10.611
O -2.673 -18.818 9.669
O -4.079 -18.375 11.115
H -1.187 -17.428 11.394
H -2.697 -16.645 12.000
H -2.279 -16.196 10.406
C -7.050 -17.474 10.581
N -8.453 -17.021 10.200
O -8.687 -15.841 10.464
O -9.261 -17.792 9.771
H -6.404 -16.623 10.797
H -6.678 -18.028 9.719
H -7.149 -18.086 11.476
C -1.787 -12.819 3.552
N -2.023 -13.089 5.012
O -1.488 -12.317 5.780
O -2.754 -13.956 5.345
H -2.730 -12.356 3.261
H -1.587 -13.774 3.065
H -0.928 -12.162 3.420
C 1.243 -17.586 8.817
N 0.275 -17.831 7.686
O 0.510 -18.798 6.985
O -0.690 -17.135 7.481
H 1.242 -16.502 8.926
H 2.258 -17.879 8.546
H 0.798 -18.048 9.698
C -0.593 -17.508 4.140
N -1.119 -17.285 2.782
O -0.926 -18.139 1.962
O -1.595 -16.185 2.478
H -0.956 -18.475 4.490
H -0.970 -16.685 4.748
H 0.494 -17.482 4.067
C -3.272 -18.452 -0.166
N -3.984 -18.778 1.059
O -3.849 -18.020 2.036
O -4.546 -19.824 1.134
H -3.928 -17.980 -0.898
H -2.843 -19.373 -0.562
H -2.529 -17.732 0.175
C -7.584 -18.515 2.231
N -9.004 -18.568 1.924
O -9.328 -18.218 0.774
O -9.774 -19.015 2.788
H -7.160 -17.729 1.607
H -7.217 -19.509 1.973
H -7.500 -18.415 3.313
C -3.995 -18.443 5.190
C -4.203 -18.062 6.676
C -4.349 -16.578 6.758
C -4.722 -15.984 8.075
N -5.046 -15.433 9.030
H -3.233 -17.794 4.757
H -4.895 -18.190 4.630
H -3.656 -19.470 5.059
H -3.352 -18.465 7.226
H -5.090 -18.560 7.067
H -5.102 -16.306 6.018
H -3.371 -16.144 6.548
*
```

***

(2)
Below is a cluster of 2 separate species, C4H15N2Si in total in a non-equilibrium geometry, with properties calculated with ωB97M-V with the def2-TZVPD basis set.

## Properties
Total energy: -15241.2491 eV
Strongest force on any atom: 3.34 eV/Å
ΔE to the lowest compared entry with this formula, charge and spin: 183.38 kJ/mol
Kohn-Sham gap: 10.7 eV

The geometry in ORCA input format:
```
! wB97M-V def2-TZVPD RIJCOSX def2/J DEFGRID3
* xyz 1 1
C -2.716 -1.352 0.193
C 3.151 1.235 0.262
C -2.314 -0.136 -0.699
C -1.340 1.882 -0.281
N 0.874 -0.846 0.625
N -1.227 0.668 -0.149
Si 2.677 -0.550 -0.282
H -2.713 -2.336 -0.348
H -1.876 -1.419 0.848
H -3.575 -1.089 0.712
H 2.559 1.711 1.139
H 4.137 1.097 0.647
H 3.388 1.829 -0.660
H -3.253 0.506 -0.807
H -2.129 -0.623 -1.726
H -2.232 2.284 -0.842
H -0.661 2.542 0.291
H 1.183 -0.535 1.602
H -0.073 -0.412 0.265
H 0.774 -1.927 0.585
H 3.328 -1.772 0.294
H 2.040 -0.759 -1.668
*
```

***

(3)
Below is a structure of composition C43H32BrGeNO2PTc in a non-equilibrium geometry, with properties calculated with ωB97M-V with the def2-TZVPD basis set.

## Properties
Total energy: -188724.1576 eV
Strongest force on any atom: 1.98 eV/Å
Kohn-Sham gap: 5.3 eV

The geometry in ORCA input format:
```
! wB97M-V def2-TZVPD RIJCOSX def2/J DEFGRID3
* xyz 2 1
Tc 0.201 -0.811 -1.040
C 3.234 -1.168 -6.190
C 3.985 -0.295 -5.416
C 3.434 0.275 -4.279
C 2.113 -0.028 -3.939
C 1.357 -0.915 -4.716
C 1.922 -1.481 -5.843
P 1.335 0.741 -2.541
C 2.456 1.830 -1.698
C 3.561 1.288 -1.032
C 4.475 2.133 -0.427
C 4.283 3.509 -0.482
C 3.179 4.045 -1.132
C 2.258 3.209 -1.745
C -0.278 1.336 -2.910
C -0.848 2.246 -3.798
C -2.229 2.301 -3.842
C -3.005 1.452 -3.045
C -2.436 0.529 -2.175
C -1.053 0.497 -2.126
H 3.672 -1.611 -7.075
H 5.001 -0.055 -5.697
H 4.021 0.956 -3.677
H 0.329 -1.146 -4.456
H 1.345 -2.162 -6.453
H 3.732 0.216 -1.011
H 5.339 1.722 0.079
H 5.002 4.171 -0.018
H 3.038 5.117 -1.169
H 1.397 3.630 -2.250
H -0.242 2.873 -4.440
H -2.717 2.999 -4.508
H -4.084 1.510 -3.114
H -3.054 -0.122 -1.573
Br -4.590 -5.547 1.878
C -2.887 -5.395 1.118
C -1.981 -6.453 1.217
N -0.742 -6.424 0.723
C -0.364 -5.313 0.107
C -1.204 -4.207 -0.042
C -2.503 -4.243 0.473
C -0.698 -3.024 -0.674
O 0.529 -2.843 -1.047
O -1.455 -1.967 -0.846
H -2.275 -7.365 1.724
H 0.644 -5.291 -0.290
H -3.172 -3.401 0.373
C 0.030 0.242 0.217
Ge -0.585 0.681 2.145
C -0.444 -1.132 2.812
C 0.737 -1.868 2.680
C 0.843 -3.138 3.227
C -0.231 -3.680 3.925
C -1.406 -2.957 4.066
C -1.517 -1.688 3.506
C -2.394 1.201 1.838
C -3.307 0.283 1.307
C -4.629 0.647 1.106
C -5.051 1.930 1.435
C -4.152 2.850 1.954
C -2.825 2.491 2.151
C 0.580 1.962 2.931
C 1.806 2.316 2.370
C 2.661 3.175 3.043
C 2.297 3.684 4.282
C 1.079 3.339 4.848
C 0.220 2.478 4.178
H 1.604 -1.441 2.181
H 1.765 -3.697 3.134
H -0.144 -4.664 4.368
H -2.238 -3.374 4.619
H -2.442 -1.135 3.626
H -2.989 -0.726 1.063
H -5.338 -0.068 0.706
H -6.086 2.211 1.291
H -4.485 3.848 2.206
H -2.129 3.220 2.549
H 2.097 1.936 1.396
H 3.613 3.449 2.606
H 2.965 4.353 4.809
H 0.798 3.737 5.814
H -0.726 2.215 4.640
*
```

***

(4)
Below is the ion C10H18N with charge +1 in a non-equilibrium geometry, with properties calculated with ωB97M-V with the def2-TZVPD basis set.

## Properties
Total energy: -12142.2299 eV
Strongest force on any atom: 5.38 eV/Å
SMILES: C#C[C@@]1(C(C)(C)C)CCC[NH2+]1
ΔE to the lowest compared entry with this formula, charge and spin: 338.68 kJ/mol
Kohn-Sham gap: 11.2 eV

The geometry in ORCA input format:
```
! wB97M-V def2-TZVPD RIJCOSX def2/J DEFGRID3
* xyz 1 1
C -0.739 0.685 -3.025
C -0.404 0.479 -1.877
C -0.022 0.366 -0.402
C 0.038 -1.148 -0.021
C 1.313 -1.851 -0.651
C -1.204 -1.909 -0.584
C 0.066 -1.354 1.457
C 1.284 1.137 -0.076
C 0.793 2.573 0.479
C -0.737 2.495 0.421
N -1.076 1.053 0.415
H -1.193 1.123 -3.845
H 1.445 -2.829 -0.242
H 2.087 -1.189 -0.603
H 1.228 -1.964 -1.710
H -1.344 -2.903 -0.191
H -2.141 -1.483 -0.405
H -1.040 -2.025 -1.628
H 0.052 -2.393 1.612
H -0.967 -0.992 1.989
H 0.920 -1.118 2.015
H 1.749 1.202 -0.963
H 2.022 0.766 0.763
H 1.035 2.888 1.448
H 1.186 3.409 -0.107
H -1.222 2.923 1.300
H -0.986 2.910 -0.488
H -0.923 0.542 1.299
H -2.143 1.048 0.187
*
```

***

(5)
Below is a cluster of 2 separate species, C5H7NO in total, with properties calculated with ωB97M-V with the def2-TZVPD basis set.

## Properties
Total energy: -8834.0808 eV
Strongest force on any atom: 0.60 eV/Å
SMILES: CC1=CC(=O)N=C1.[H][H]
ΔE to the lowest compared entry with this formula, charge and spin: 204.74 kJ/mol
Kohn-Sham gap: 9.2 eV

The geometry in ORCA input format:
```
! wB97M-V def2-TZVPD RIJCOSX def2/J DEFGRID3
* xyz 0 1
C 1.775 0.919 -0.314
C 0.583 0.109 0.078
C -0.338 0.311 1.023
C -1.229 -0.903 1.022
O -2.117 -1.163 1.785
N -0.810 -1.783 -0.062
C 0.207 -1.198 -0.565
H 2.348 0.423 -1.105
H 2.441 1.060 0.546
H 1.489 1.915 -0.676
H -0.462 1.138 1.709
H 0.745 -1.617 -1.415
H -2.391 0.059 -1.157
H -2.242 0.730 -0.868
*
```